Entry A
16
Properties=species:S:1:pos:R:3:mulliken_spin:R:1 method="wB97M-V/def2-TZVPD" homo_ev="-9.1 / -16.7" multiplicity=3 total_charge=+1 lumo_ev="-2.869 / -8.494"
C -0.26124 1.39951 0.56517 0.113
C 0.15249 0.49691 -1.29335 0.162
C 0.67909 0.35578 0.09750 0.853
C 1.73919 -0.60803 0.59031 0.031
C -1.65982 -0.86568 0.02727 -0.033
N -0.79025 0.30470 -0.25466 0.619
H -0.68429 1.42474 1.61963 0.013
H -0.19544 2.29292 -0.01436 0.043
H 0.08760 1.43084 -1.81501 0.034
H 0.33805 -0.39656 -2.03058 0.009
H 2.38505 -0.00279 1.21733 0.021
H 2.29481 -0.98364 -0.19077 -0.011
H 1.30842 -1.43446 1.12757 0.056
H -2.61238 -0.50030 0.45432 0.032
H -1.77645 -1.50326 -0.84410 0.007
H -1.00482 -1.41068 0.74372 0.052

=====

Entry B
16
Properties=species:S:1:pos:R:3:mulliken_spin:R:1 method="wB97M-V/def2-TZVPD" homo_ev="-11.0 / -16.4" multiplicity=3 total_charge=+1 lumo_ev="-4.213 / -8.144"
C 1.72928 0.36829 -1.25828 0.668
C -0.91652 0.59693 0.75452 0.500
C -0.55161 -0.54137 0.10137 0.370
C -0.19347 1.89708 0.66772 0.016
C -0.92841 -1.93447 0.30774 0.013
N 0.70367 -0.39180 -0.88092 0.167
H 2.42790 -0.09896 -1.89599 0.024
H 1.95412 1.19847 -0.70977 0.044
H -1.73639 0.49623 1.41526 0.028
H -0.41099 2.25343 -0.37771 0.060
H 0.92861 1.68585 0.73868 0.036
H -0.56209 2.56769 1.44169 0.000
H -1.36257 -1.98650 1.30128 0.015
H 0.09305 -2.57544 0.26624 0.021
H -1.68299 -2.41293 -0.25087 0.049
H 0.50841 -1.12250 -1.62097 -0.011

=====

Here are the energies relative to the best structure, in kcal/mol: entry A 90.1; entry B 0.0.

=====

Entry A
14
Properties=species:S:1:pos:R:3:lowdin_charge:R:1 method="wB97M-V/def2-TZVPD" homo_ev="-10.6 / -10.6" total_charge=+1 lumo_ev="-5.243 / -5.244"
C 0.04687 0.97972 2.42508 0.187
C -1.23235 0.74729 1.94891 -0.263
N -0.16746 -0.00114 1.52339 0.254
N -2.44998 1.06805 1.64640 0.258
N 1.28659 -2.11221 -1.33812 -0.361
N 0.44702 0.06781 -2.77205 -0.384
S 0.13110 -0.86640 -1.39738 0.703
H 0.66803 1.49111 3.11261 0.136
H -2.83853 1.75970 2.27532 0.151
H -3.06209 0.51847 1.03204 0.170
H 2.19224 -1.90551 -0.81888 0.064
H 1.30331 -2.70349 -2.14931 0.020
H -0.27128 0.42446 -3.34304 -0.002
H 1.45871 0.28467 -2.98158 0.065

=====

Entry B
14
Properties=species:S:1:pos:R:3:lowdin_charge:R:1 method="wB97M-V/def2-TZVPD" homo_ev="-14.4 / -12.6" smiles="[H]/N=C(/CSN)N=[NH2+]" total_charge=+1 lumo_ev="-4.880 / -6.985"
H -2.37610 1.37005 0.46568 0.110
N -1.36077 1.67266 0.38841 0.198
C -0.49763 0.76988 0.09091 -0.552
C 0.78996 1.31036 -0.34422 -0.372
S 2.14468 0.36153 0.32912 1.114
N 1.64616 -1.09883 -0.29474 -0.134
N -0.71469 -0.51279 -0.32088 -0.017
N -1.47259 -1.26623 0.44990 0.119
H 0.99289 1.32164 -1.39167 0.095
H 0.79795 2.33479 0.20044 0.147
H 2.14658 -1.86960 -0.27356 0.026
H 0.96966 -1.06173 -0.96560 0.017
H -1.50532 -2.27384 0.26268 0.143
H -1.56078 -1.05789 1.40352 0.105

=====

Here are the energies relative to the best structure, in kcal/mol: entry A 0.0; entry B 9.4.

=====

Entry A
23
Properties=species:S:1:pos:R:3:lowdin_charge:R:1 method="wB97M-V/def2-TZVPD" homo_ev="-8.3 / -5.9" total_charge=0 lumo_ev="0.330 / 0.419"
C -3.33448 -0.58533 -0.10610 -0.061
C -2.70798 -0.87514 1.13533 -0.073
C -2.59809 -0.34028 -1.28107 -0.103
C -1.34568 -0.73665 1.22855 -0.122
C -1.26870 -0.22881 -1.14096 -0.157
C -0.58876 -0.45315 0.07282 -0.283
C 1.40836 3.09084 0.83702 0.069
C 2.41204 -0.24531 -1.44894 -0.200
N 2.13561 -1.44181 1.16421 -0.089
Si 1.30063 -0.37253 0.10341 0.724
H -4.34300 -0.55794 -0.24834 0.061
H -3.19465 -1.10905 2.09898 0.113
H -2.94020 -0.01122 -2.29482 0.125
H -0.97724 -0.84059 2.17061 0.067
H -0.79068 0.03836 -2.08907 0.105
H 0.41143 2.73573 0.72122 -0.053
H 1.93374 2.40095 1.41113 -0.078
H 1.64042 3.97362 0.31276 -0.034
H 2.20547 -0.92203 -2.16050 -0.029
H 2.35859 0.73231 -1.95126 0.036
H 3.36078 -0.53125 -1.25497 -0.024
H 1.81598 -2.31288 1.49337 0.011
H 3.10639 -1.40784 1.22661 -0.003

=====

Entry B
23
Properties=species:S:1:pos:R:3:lowdin_charge:R:1 method="wB97M-V/def2-TZVPD" homo_ev=-8.9 smiles=CN[Si@@H](C)c1ccccc1 total_charge=0 lumo_ev=0.934
C -0.18693 2.45058 1.07426 -0.180
N 1.06107 1.82518 0.70286 -0.213
Si 1.23812 0.73238 -0.61664 0.638
C 3.08589 -0.17197 -0.27767 -0.170
C -0.22556 -0.45054 -0.45229 -0.304
C -1.31530 -0.36209 -1.31307 -0.123
C -2.43299 -1.15990 -1.14319 -0.092
C -2.47846 -2.07262 -0.10394 -0.091
C -1.40025 -2.18257 0.75915 -0.088
C -0.28959 -1.37730 0.58397 -0.102
H -1.01029 1.80958 0.76544 0.061
H -0.23622 2.57868 2.15710 0.073
H -0.31953 3.43154 0.60371 0.071
H 1.85182 2.38272 0.98574 0.069
H 1.23607 1.31940 -1.97050 -0.027
H 3.03253 -0.83106 0.57734 -0.004
H 3.36169 -0.74064 -1.15463 -0.005
H 3.82868 0.59329 -0.09907 -0.005
H -1.29066 0.34825 -2.12673 0.092
H -3.27004 -1.06683 -1.82022 0.101
H -3.35067 -2.69506 0.03361 0.101
H -1.43332 -2.89692 1.56935 0.101
H 0.54393 -1.46410 1.26543 0.098

=====

Here are the energies relative to the best structure, in kcal/mol: entry A 104.4; entry B 0.0.

=====

Entry A
9
Properties=species:S:1:pos:R:3:lowdin_charge:R:1 method="wB97M-V/def2-TZVPD" homo_ev=-15.3 total_charge=+1 lumo_ev=-5.795
C -0.32190 0.25600 0.70890 -0.162
C 1.01611 1.16380 0.79167 0.095
C -0.51827 -0.68035 -0.42029 -0.688
N 0.01083 1.67826 0.34580 0.197
O -0.06967 -0.37115 -1.58146 0.082
Cl -1.40676 -2.09560 -0.36500 0.923
H -0.74041 -0.06433 1.69244 0.150
H 1.99727 1.11536 1.24619 0.157
H 0.03279 -1.00199 -2.41827 0.245

=====

Entry B
9
Properties=species:S:1:pos:R:3:lowdin_charge:R:1 method="wB97M-V/def2-TZVPD" homo_ev=-15.8 smiles="C=CC(Cl)=[N+]=O" total_charge=+1 lumo_ev=-7.516
C -1.54060 -0.00592 -0.02889 0.103
C -0.35964 0.61786 -0.00333 0.004
C 1.31313 0.10908 0.13057 -0.590
Cl 2.49987 1.25965 -0.04694 0.912
N 1.25127 -1.10910 0.08308 0.012
O 0.99498 -2.21481 -0.08166 0.320
H -2.45002 0.71946 -0.12365 0.154
H -1.61095 -0.98852 0.16293 0.032
H -0.09804 1.61230 -0.09211 0.053

=====

Here are the energies relative to the best structure, in kcal/mol: entry A 0.0; entry B 66.5.

=====

Entry A
20
Properties=species:S:1:pos:R:3:lowdin_charge:R:1 method="wB97M-V/def2-TZVPD" homo_ev="-3.8 / -3.8" total_charge=-1 lumo_ev="2.973 / 2.972"
C -0.73405 0.49378 2.60051 -0.097
C -0.27974 -1.87443 -0.87456 -0.039
C -0.87542 0.92259 1.36795 -0.229
C -1.20291 1.07139 0.15047 -0.051
C 1.09664 -1.20584 -0.69763 -0.208
C 1.09872 0.01341 -0.14800 -0.157
C -1.89306 1.81913 -0.74570 -0.599
N 1.77360 0.71975 0.54952 0.188
N 2.25674 -1.84929 -1.27944 -0.366
O -2.60280 1.41227 -1.65026 0.028
O -1.84312 3.21043 -0.61555 0.019
O 2.12732 -2.75149 -2.15238 -0.003
O 3.33483 -1.52670 -0.81384 0.032
H -1.18954 -0.40546 3.01761 0.023
H -0.04512 0.94931 3.41142 0.051
H -0.24311 -2.79788 -0.17325 0.103
H -0.43573 -2.18643 -1.87508 0.047
H -1.06449 -1.19467 -0.51139 0.055
H -1.05863 3.44643 -0.03783 0.114
H 1.77986 1.73370 0.47743 0.088

=====

Entry B
20
Properties=species:S:1:pos:R:3:lowdin_charge:R:1 method="wB97M-V/def2-TZVPD" homo_ev=-4.4 total_charge=-1 lumo_ev=3.733
C 1.94524 0.30868 0.76104 -0.089
C 1.66308 -0.72187 -0.06092 -0.020
C 1.23188 1.53794 0.74159 -0.226
C -1.78833 0.65941 -0.45065 -0.521
C -0.47409 -1.20937 0.93035 -0.654
C -0.34401 1.02922 -0.69726 -0.114
C 0.27137 -0.81811 -0.47376 -0.295
N 0.28702 1.93413 0.10381 0.077
N -0.16714 -1.63757 -1.53326 0.058
O -2.43162 0.21474 -1.41116 0.047
O -0.40349 -0.42849 1.90901 -0.042
O -2.30157 1.16345 0.64877 0.132
O -1.14532 -2.22538 0.81379 0.004
H 2.84502 0.37820 1.25990 0.067
H 2.41619 -1.47451 0.01510 0.102
H 1.63859 2.24803 1.47354 0.111
H -0.17852 1.13474 -1.70927 0.108
H -1.11431 -1.95549 -1.18751 0.089
H -1.63047 1.07459 1.32459 0.085
H -0.31952 -1.21233 -2.45770 0.082

=====

Here are the energies relative to the best structure, in kcal/mol: entry A 127.7; entry B 0.0.